(1)
# C27H43N2O8PS

A 4-piece molecular cluster, C27H43N2O8PS overall at a distorted geometry (ωB97M-V/def2-TZVPD, the OMol25 dataset).

Each line ends with the Mulliken charge.
Geometry (Å):
C -0.025 3.881 1.654  -0.855
C 1.166 3.450 0.767  -0.277
O 0.741 3.229 -0.568  -0.236
C 1.848 2.920 -1.406  -0.675
C 1.580 1.697 -2.337  -0.367
O 0.500 0.879 -1.913  -0.180
C 0.920 0.095 -0.815  -1.559
C -0.063 -1.011 -0.435  1.186
O -0.683 -0.488 0.753  -0.693
C 0.450 -2.470 -0.443  -0.073
C 1.820 -2.854 0.137  -1.520
C 2.028 -2.778 1.635  0.644
C 1.119 -2.358 2.569  0.055
C 1.391 -2.267 3.917  -0.647
C 2.634 -2.629 4.387  -0.767
C 3.558 -3.108 3.466  0.910
C 4.925 -3.543 4.026  -1.426
C 3.274 -3.182 2.126  -0.767
C -0.804 -3.341 -0.177  0.168
O -0.921 -4.363 0.448  -0.623
N -1.792 -2.615 -0.891  -0.143
C -1.363 -1.258 -1.326  0.604
N -2.588 -0.458 -0.973  -0.616
C -2.547 0.673 -1.464  0.320
S -2.505 2.232 -1.534  -0.225
P -1.230 -1.340 -3.201  0.609
O -2.513 -1.879 -3.729  -0.762
H 0.141 4.857 2.116  0.297
H -0.191 3.127 2.434  -0.085
H -0.921 3.897 1.023  0.301
H 1.928 4.248 0.800  0.430
H 1.623 2.555 1.221  0.347
H 2.056 3.780 -2.061  0.335
H 2.735 2.771 -0.773  0.385
H 2.517 1.137 -2.475  0.322
H 1.289 2.088 -3.319  0.294
H 0.997 0.754 0.063  0.018
H 1.931 -0.331 -0.940  0.524
H -1.277 -1.139 1.148  0.679
H 0.598 -2.678 -1.522  0.371
H 2.022 -3.882 -0.200  0.548
H 2.588 -2.233 -0.347  0.486
H 0.126 -2.072 2.235  -0.004
H 0.600 -1.898 4.565  0.520
H 2.839 -2.529 5.449  0.351
H 5.607 -2.692 3.962  0.288
H 4.764 -3.851 5.064  0.371
H 5.238 -4.418 3.447  0.385
H 4.053 -3.566 1.466  0.404
H -2.649 -2.591 -0.348  0.286
H -1.045 -0.029 -3.692  -0.028
H -0.172 -2.215 -3.542  0.071
C -6.098 -5.343 -0.622  -1.084
C -6.839 -4.203 -1.278  0.796
O -8.013 -4.292 -1.556  -0.562
C -6.051 -2.952 -1.572  -0.931
H -6.781 -6.177 -0.468  0.316
H -5.278 -5.673 -1.262  0.308
H -5.707 -5.026 0.347  0.301
H -5.228 -3.173 -2.255  0.275
H -5.660 -2.531 -0.643  0.260
H -6.705 -2.219 -2.039  0.321
C 0.467 1.005 4.514  -0.678
C 1.563 2.026 4.704  0.784
O 2.593 1.971 4.073  -0.559
C 1.316 3.119 5.716  -1.255
H 0.775 0.284 3.761  -0.219
H 0.279 0.479 5.452  0.519
H -0.444 1.501 4.173  0.411
H 1.165 2.685 6.706  0.366
H 0.438 3.701 5.429  0.304
H 2.180 3.780 5.750  0.330
C 1.084 5.388 -6.979  -1.210
C 0.821 4.807 -5.613  0.859
O 1.698 4.268 -4.976  -0.508
C -0.582 4.926 -5.071  -0.889
H 2.128 5.233 -7.243  0.305
H 0.456 4.893 -7.722  0.331
H 0.877 6.459 -6.976  0.339
H -1.282 4.411 -5.731  0.331
H -0.861 5.977 -4.984  0.349
H -0.629 4.468 -4.084  0.104

Values from the calculation:
Net charge ... 0
E_LUMO ... -0.150 eV
Gap between HOMO and LUMO ... 0.3305 Ha
Multiplicity ... 1
Structure (SMILES) ... CCOCCOC[C@]1(O)[C@@H](Cc2cccc(C)c2)C(=O)N[C@]1(N=C=S)[PH2]=O.CC(C)=O.CC(C)=O.CC(C)=O

---

(2)
# C19H40N3O4

A 3-piece molecular cluster, C19H40N3O4 overall (ωB97M-V/def2-TZVPD, the OMol25 dataset).

Each line ends with the Mulliken charge.
Geometry (Å):
N 1.643 0.875 -2.119  -0.169
C 0.512 0.094 -1.496  -0.175
C -0.828 0.772 -1.562  1.218
C -1.956 -0.026 -1.724  -0.518
C -3.220 0.549 -1.734  -0.651
C -3.361 1.923 -1.584  -0.648
C -2.236 2.721 -1.435  -0.533
C -0.970 2.150 -1.418  -0.471
H 1.513 1.883 -2.029  0.331
H 2.516 0.624 -1.651  0.362
H 1.772 0.626 -3.100  0.356
H 0.519 -0.889 -1.960  0.028
H 0.791 -0.052 -0.450  0.274
H -1.856 -1.100 -1.831  0.426
H -4.086 -0.086 -1.860  0.420
H -4.345 2.372 -1.578  0.422
H -2.325 3.793 -1.320  0.443
H -0.102 2.786 -1.264  -0.142
C 1.373 -6.493 0.017  -0.719
O 2.443 -6.555 -0.906  -0.352
C 2.084 -7.059 -2.187  -0.797
C 2.238 -5.983 -3.238  -0.230
N 1.242 -4.931 -3.055  -0.273
C 1.445 -3.756 -3.886  -0.664
C 2.700 -2.923 -3.650  -0.593
O 2.730 -2.270 -2.383  -0.320
C 3.265 -3.045 -1.313  -0.711
H 1.792 -6.200 0.978  0.244
H 0.616 -5.757 -0.278  0.292
H 0.888 -7.467 0.130  0.355
H 1.064 -7.452 -2.179  0.406
H 2.762 -7.882 -2.426  0.400
H 2.110 -6.424 -4.230  0.402
H 3.266 -5.602 -3.168  0.183
H 1.242 -4.654 -2.081  0.056
H 0.579 -3.101 -3.741  0.292
H 1.431 -4.063 -4.936  0.445
H 2.713 -2.127 -4.401  0.333
H 3.619 -3.499 -3.793  0.417
H 4.029 -3.738 -1.667  0.337
H 2.489 -3.604 -0.787  0.243
H 3.723 -2.356 -0.602  0.288
C -0.740 1.342 4.047  -0.705
O -0.145 2.352 3.251  -0.400
C -0.803 2.595 2.020  -0.554
C -1.424 3.976 2.005  0.139
N -2.564 4.039 2.905  -0.366
C -3.109 5.380 3.103  -0.731
C -2.227 6.412 3.796  -0.493
O -1.957 6.119 5.150  -0.420
C -0.833 5.297 5.394  -0.526
H -0.088 1.181 4.903  0.266
H -1.729 1.636 4.410  0.308
H -0.832 0.403 3.493  0.322
H -1.556 1.828 1.809  0.438
H -0.041 2.545 1.233  0.111
H -1.767 4.206 0.992  0.093
H -0.635 4.696 2.265  0.194
H -2.292 3.663 3.804  0.105
H -4.019 5.273 3.698  0.381
H -3.413 5.778 2.129  0.389
H -2.776 7.357 3.796  0.374
H -1.291 6.594 3.252  0.341
H -0.052 5.449 4.643  0.268
H -1.099 4.236 5.425  0.172
H -0.434 5.568 6.371  0.289

Values from the calculation:
Net charge ... +1
E_LUMO ... -3.285 eV
Gap between HOMO and LUMO ... 0.2673 Ha
Multiplicity ... 1

---

(3)
# C3H9NO2

A 2-piece molecular cluster, C3H9NO2 overall at a distorted geometry (ωB97M-V/def2-TZVPD, the OMol25 dataset).

Each line ends with the Mulliken charge.
Geometry (Å):
C 1.358 0.772 1.008  0.288
N 0.761 -0.430 1.150  -0.098
C -0.038 -0.946 -0.012  -0.137
C -1.397 -1.519 0.287  -1.146
O 2.080 1.327 1.796  -0.530
H 1.280 1.249 -0.012  0.034
H 0.972 -1.181 1.787  0.241
H 0.540 -1.786 -0.398  0.212
H -0.008 -0.142 -0.745  0.182
H -1.408 -2.482 0.803  0.307
H -1.964 -1.769 -0.625  0.345
H -2.097 -0.810 0.747  0.310
H -0.534 3.082 -2.228  0.311
H 0.103 1.953 -1.485  0.311
O 0.353 2.681 -2.073  -0.630

Values from the calculation:
Net charge ... 0
E_LUMO ... 0.581 eV
Gap between HOMO and LUMO ... 0.3840 Ha
Multiplicity ... 1
Structure (SMILES) ... CCNC=O.O

---

(4)
# C9H12O2

One molecule with the formula C9H12O2 at a distorted geometry (ωB97M-V/def2-TZVPD, the OMol25 dataset).

Each line ends with the Mulliken charge.
Geometry (Å):
C -1.252 1.022 -0.294  -0.725
C -1.762 -0.137 0.140  0.876
C -0.336 -1.814 0.207  -0.858
C 0.019 1.658 0.179  -0.630
C 1.242 1.147 -0.676  -0.636
C 0.825 -1.246 -0.133  -0.063
C 1.707 -0.157 -0.018  1.362
C -3.063 -0.718 -0.401  -1.108
C 2.748 -0.218 1.062  -1.188
O -1.115 -1.038 1.014  -0.408
O 1.888 -1.289 -1.031  -0.566
H -1.855 1.471 -1.081  0.274
H -0.723 -2.711 -0.203  0.447
H -0.223 2.779 0.071  0.355
H 0.351 1.463 1.232  0.343
H 0.892 0.822 -1.712  0.365
H 2.043 1.886 -0.796  0.311
H -3.250 -0.168 -1.297  0.339
H -4.040 -0.472 0.227  0.246
H -3.143 -1.787 -0.622  0.327
H 2.496 0.507 1.943  0.242
H 3.726 0.288 0.787  0.329
H 2.823 -1.289 1.400  0.365

Values from the calculation:
Net charge ... 0
E_LUMO ... 0.907 eV
Gap between HOMO and LUMO ... 0.3509 Ha
Multiplicity ... 1
Structure (SMILES) ... C/C1=C/CC[C@]2(C)O/C2=C/O1

---

(5)
# C2H5N5O

One molecule with the formula C2H5N5O at a distorted geometry (ωB97M-V/def2-TZVPD, the OMol25 dataset).

Each line ends with the Mulliken charge.
Geometry (Å):
C 1.069 -1.379 0.140  -0.195
C -0.130 -0.656 -0.042  0.494
H -1.371 1.583 -0.004  0.401
H -0.136 1.438 1.259  0.272
H 2.372 1.135 -0.828  0.292
H 1.092 -2.423 0.192  0.478
H -3.076 -0.774 -0.240  0.362
N -0.250 1.729 0.234  -0.618
N 0.310 0.609 -0.400  0.246
N 1.729 0.643 -0.113  -0.254
N 2.090 -0.706 -0.053  -0.496
N -1.307 -1.068 0.072  -0.561
O -2.392 -0.132 -0.218  -0.421

Values from the calculation:
Net charge ... 0
E_LUMO ... 0.554 eV
Gap between HOMO and LUMO ... 0.3372 Ha
Multiplicity ... 1
Structure (SMILES) ... Nn1[nH]nc/c1=N/O